Entry 1:
{
  "formula": "C19H39NO2P2W",
  "method": "ωB97M-V/def2-TZVPD",
  "spin_multiplicity": 3,
  "total_charge": 0,
  "s_squared": 2.039,
  "lumo_energy_ev": [0.370, 0.353],
  "de_lowest_ev": 0.000,
  "species": ["W", "P", "P", "N", "H", "C", "H", "H", "H", "C", "H", "H", "H", "C", "H", "H", "H", "C", "H", "H", "H", "C", "H", "H", "H", "C", "H", "H", "H", "C", "C", "C", "C", "C", "C", "H", "H", "H", "H", "H", "C", "O", "C", "H", "H", "H", "C", "H", "H", "H", "C", "C", "C", "C", "O", "H", "H", "H", "H", "H", "H", "H", "H", "H"],
  "xyz": [[0.109, 0.447, 0.438], [2.474, -0.225, 0.079], [-2.510, 0.192, 0.383], [-0.079, 1.037, -1.373], [0.982, 1.721, 0.897], [2.837, -1.729, -0.860], [3.928, -1.857, -0.938], [2.410, -1.665, -1.869], [2.404, -2.600, -0.356], [3.545, -0.351, 1.538], [4.586, -0.407, 1.188], [3.305, -1.261, 2.104], [3.422, 0.532, 2.177], [3.246, 1.074, -0.943], [4.335, 0.944, -0.911], [3.008, 2.072, -0.564], [2.906, 1.011, -1.983], [-3.264, -1.188, -0.544], [-4.363, -1.110, -0.533], [-2.941, -2.135, -0.091], [-2.910, -1.152, -1.583], [-3.232, 0.145, 2.049], [-4.324, 0.033, 2.016], [-2.980, 1.070, 2.580], [-2.801, -0.703, 2.596], [-3.138, 1.688, -0.476], [-4.237, 1.737, -0.423], [-2.823, 1.647, -1.530], [-2.709, 2.591, -0.019], [-0.078, 1.780, -2.462], [-0.026, 2.025, -4.893], [-0.069, 1.201, -3.782], [-0.055, 3.213, -2.330], [-0.016, 4.015, -3.461], [0.006, 3.423, -4.733], [-0.007, 1.581, -5.893], [-0.070, 0.112, -3.860], [-0.041, 3.645, -1.322], [0.012, 5.104, -3.345], [0.036, 4.059, -5.617], [-0.316, -3.340, 1.318], [-0.351, -2.420, 0.475], [0.497, -4.579, 1.068], [0.977, -4.896, 2.003], [1.264, -4.398, 0.308], [-0.177, -5.374, 0.715], [-1.078, -3.242, 2.614], [-2.151, -3.426, 2.428], [-0.951, -2.240, 3.056], [-0.710, -4.003, 3.320], [-1.022, 0.897, 4.542], [0.255, 0.738, 3.716], [0.884, 2.109, 3.537], [1.192, -0.187, 4.491], [-0.027, 0.152, 2.459], [-0.764, 1.309, 5.529], [-1.517, -0.065, 4.710], [-1.718, 1.600, 4.076], [1.043, 2.566, 4.526], [1.851, 2.034, 3.026], [0.236, 2.766, 2.944], [1.449, 0.286, 5.450], [2.117, -0.383, 3.941], [0.705, -1.143, 4.708]],
  "atomic_forces_ev_per_a": [[-0.80, -2.13, -1.52], [-0.97, 1.11, -0.37], [0.87, 0.72, -0.30], [0.23, -1.00, 2.56], [0.68, 1.37, 0.16], [0.34, -0.40, -0.11], [-0.31, -0.04, -0.03], [0.03, 0.08, 0.30], [0.10, 0.19, -0.11], [0.44, -0.11, -0.05], [-0.15, -0.03, 0.24], [0.03, 0.29, -0.09], [-0.01, -0.28, -0.18], [0.62, -0.02, 0.04], [-0.08, 0.06, -0.16], [-0.10, -0.24, 0.00], [-0.09, -0.05, 0.26], [-0.13, -0.01, 0.06], [0.35, -0.07, 0.01], [-0.14, 0.22, -0.17], [-0.04, -0.01, 0.32], [-0.65, -0.07, -0.06], [0.17, 0.05, 0.05], [-0.04, -0.30, -0.20], [-0.03, 0.29, -0.13], [-0.52, -0.13, 0.19], [0.26, 0.07, -0.06], [0.02, 0.00, 0.39], [-0.09, -0.32, -0.15], [0.16, 0.45, -0.66], [0.04, 0.37, 0.36], [0.02, 0.41, 0.54], [0.00, -0.14, -0.35], [0.03, -0.54, 0.03], [-0.08, 0.17, -0.49], [-0.01, 0.22, 0.30], [-0.04, 0.30, -0.02], [-0.03, -0.25, -0.39], [-0.01, -0.38, -0.15], [0.00, -0.14, 0.19], [-0.03, 1.94, -1.42], [0.13, -1.60, 1.52], [0.16, 0.01, -0.01], [-0.15, -0.11, -0.24], [-0.29, -0.05, 0.09], [0.21, 0.11, 0.18], [0.05, -0.21, 0.31], [0.38, 0.11, 0.04], [-0.05, -0.23, -0.34], [-0.28, 0.29, -0.18], [-0.03, 0.17, 0.32], [0.01, -0.41, -0.52], [0.30, 0.34, 0.29], [0.21, 0.14, 0.33], [-0.54, 0.12, 0.00], [-0.08, -0.10, -0.19], [0.01, 0.11, -0.15], [0.10, -0.15, 0.03], [0.02, -0.02, -0.27], [-0.19, 0.05, 0.08], [0.11, -0.17, 0.11], [0.04, -0.21, -0.16], [-0.17, 0.08, 0.04], [0.01, 0.08, -0.08]]
}

=====

Entry 2:
{
  "formula": "C19H39NOOsP2",
  "method": "ωB97M-V/def2-TZVPD",
  "spin_multiplicity": 5,
  "total_charge": 0,
  "s_squared": 6.056,
  "lumo_energy_ev": [0.559, -0.027],
  "species": ["Os", "P", "P", "N", "H", "C", "H", "H", "H", "C", "H", "H", "H", "C", "H", "H", "H", "C", "H", "H", "H", "C", "H", "H", "H", "C", "H", "H", "H", "C", "C", "C", "C", "C", "C", "H", "H", "H", "H", "H", "C", "O", "C", "H", "H", "H", "C", "H", "H", "H", "C", "C", "C", "C", "H", "H", "H", "H", "H", "H", "H", "H", "H"],
  "xyz": [[-0.102, 0.067, 0.249], [-1.898, 1.320, 0.326], [2.105, -0.243, 0.076], [-0.241, 0.124, -1.628], [-1.157, -1.089, 0.647], [-1.559, 3.114, 0.255], [-2.330, 3.656, 0.816], [-1.556, 3.421, -0.799], [-0.574, 3.285, 0.712], [-3.091, 1.028, 1.683], [-3.968, 1.670, 1.530], [-2.636, 1.243, 2.656], [-3.425, -0.018, 1.653], [-3.036, 0.894, -1.077], [-4.072, 1.060, -0.750], [-2.916, -0.171, -1.330], [-2.815, 1.502, -1.963], [2.780, 1.403, -0.282], [3.842, 1.271, -0.505], [2.656, 2.020, 0.618], [2.247, 1.835, -1.139], [3.196, -0.809, 1.431], [4.221, -0.813, 1.047], [2.915, -1.819, 1.751], [3.108, -0.101, 2.261], [2.623, -1.220, -1.406], [3.679, -1.489, -1.258], [2.507, -0.565, -2.285], [2.000, -2.123, -1.506], [-0.167, 0.353, -2.912], [-0.080, 1.916, -4.798], [-0.009, 1.686, -3.436], [-0.275, -0.725, -3.860], [-0.349, -0.471, -5.215], [-0.266, 0.851, -5.691], [0.000, 2.937, -5.176], [0.128, 2.484, -2.701], [-0.354, -1.721, -3.419], [-0.480, -1.301, -5.913], [-0.343, 1.047, -6.768], [1.189, 2.301, 3.479], [1.817, 2.870, 2.557], [-0.192, 2.713, 3.847], [-0.485, 2.203, 4.760], [-0.888, 2.568, 3.009], [-0.184, 3.795, 4.033], [1.632, 1.002, 4.062], [2.721, 1.000, 4.194], [1.364, 0.204, 3.355], [1.155, 0.845, 5.035], [0.858, -3.518, 1.047], [-0.469, -3.190, 0.326], [-1.525, -4.287, 0.439], [-1.393, -2.149, 0.993], [0.924, -3.145, 2.087], [1.743, -3.176, 0.485], [0.930, -4.613, 1.071], [-0.238, -2.836, -0.715], [-1.812, -4.370, 1.504], [-2.405, -3.960, -0.134], [-1.153, -5.229, 0.061], [-2.405, -2.185, 0.537], [-1.489, -2.350, 2.078]],
  "atomic_forces_ev_per_a": [[2.69, 2.93, -0.14], [-2.19, -0.21, 0.02], [1.21, -0.93, -0.07], [0.22, -0.68, 0.43], [-1.86, -1.71, 1.54], [-0.32, -0.03, 0.18], [0.15, 0.13, -0.24], [0.06, 0.05, 0.32], [-0.30, 0.06, -0.22], [-0.30, 0.61, 0.14], [0.00, -0.08, 0.24], [-0.16, -0.13, -0.15], [0.24, 0.25, -0.01], [-0.30, 0.41, 0.21], [0.14, 0.09, -0.31], [0.07, 0.46, 0.11], [-0.07, -0.22, 0.13], [0.27, -0.05, 0.11], [0.03, 0.30, -0.10], [0.06, -0.03, -0.36], [0.20, -0.06, 0.24], [0.28, -0.01, -0.44], [0.06, -0.06, 0.29], [0.10, 0.32, 0.01], [0.12, -0.25, -0.24], [0.37, 0.17, 0.46], [-0.21, -0.06, -0.38], [0.01, -0.41, 0.26], [0.29, 0.40, -0.06], [0.04, 0.27, -1.54], [-0.01, -0.08, -0.08], [-0.14, -0.52, 0.32], [-0.20, 0.43, 0.42], [0.09, 0.20, 0.02], [0.00, -0.08, -0.26], [0.00, -0.30, 0.06], [-0.06, -0.12, -0.34], [-0.01, 0.14, -0.34], [0.06, 0.27, 0.15], [0.05, -0.08, 0.51], [0.86, 0.42, -3.32], [-1.18, -1.05, 2.46], [-0.12, 1.22, 0.37], [-0.47, -0.01, -0.16], [0.29, -0.30, 0.29], [-0.07, -0.15, 0.01], [0.85, 0.11, 0.66], [-0.19, -0.08, -0.09], [-0.22, 0.17, 0.16], [0.10, -0.23, -0.22], [-0.22, -0.31, -0.12], [-1.28, 0.77, 0.39], [0.48, -0.94, -0.76], [0.39, 0.45, -0.78], [-0.16, -0.08, -0.51], [-0.46, 0.04, 0.28], [0.17, 0.14, 0.18], [-0.50, -0.64, 0.78], [0.10, -0.30, -0.52], [0.27, -0.61, 0.15], [-0.15, -0.60, 0.00], [0.50, -0.16, 0.39], [0.29, 0.79, -0.52]]
}

=====

Entry 3:
{
  "formula": "C19H40AlNP3Se",
  "method": "ωB97M-V/def2-TZVPD",
  "total_charge": 3,
  "lumo_energy_ev": [-13.254, -13.225],
  "de_lowest_ev": 0.000,
  "species": ["Al", "P", "P", "P", "H", "C", "C", "H", "C", "C", "C", "C", "C", "C", "C", "C", "C", "H", "H", "H", "H", "H", "H", "H", "H", "H", "H", "H", "H", "H", "H", "H", "H", "H", "H", "H", "H", "H", "H", "H", "H", "H", "H", "H", "H", "H", "C", "C", "C", "C", "C", "C", "Se", "H", "H", "H", "H", "H", "H", "C", "C", "N", "H", "H", "H"],
  "xyz": [[0.775, 0.152, -0.357], [1.383, 1.434, 2.390], [1.394, -1.851, 0.884], [-0.168, 2.293, -0.883], [-4.384, -4.272, -3.619], [-4.286, -3.531, -4.425], [-3.103, -3.324, -5.024], [-2.253, -3.998, -4.844], [0.184, 1.532, 3.793], [2.832, 0.774, 3.304], [1.863, 3.203, 2.338], [0.790, -3.286, -0.067], [3.178, -2.168, 1.042], [0.781, -2.212, 2.571], [-1.230, 2.106, -2.345], [1.038, 3.585, -1.294], [-1.257, 3.089, 0.337], [-5.215, -3.019, -4.718], [-2.965, -2.500, -5.734], [0.685, 2.026, 4.636], [-0.152, 0.534, 4.095], [-0.705, 2.102, 3.502], [2.997, 1.432, 4.166], [3.736, 0.797, 2.687], [2.685, -0.249, 3.664], [2.221, 3.472, 3.340], [1.034, 3.863, 2.062], [2.676, 3.362, 1.622], [1.264, -4.197, 0.328], [1.054, -3.150, -1.124], [-0.302, -3.362, 0.020], [3.343, -2.923, 1.825], [3.722, -1.252, 1.308], [3.569, -2.540, 0.086], [1.176, -3.198, 2.859], [-0.318, -2.241, 2.553], [1.100, -1.450, 3.295], [-1.465, 3.103, -2.745], [-2.153, 1.578, -2.067], [-0.705, 1.508, -3.100], [0.503, 4.444, -1.721], [1.767, 3.210, -2.022], [1.590, 3.909, -0.402], [-1.675, 3.997, -0.126], [-0.712, 3.352, 1.253], [-2.067, 2.393, 0.599], [-2.567, -1.011, -0.027], [-2.170, -1.620, -1.228], [-3.138, -2.007, -2.131], [-4.500, -1.957, -1.840], [-4.894, -1.466, -0.584], [-3.941, -0.977, 0.304], [-1.345, -0.187, 1.145], [0.400, -0.524, -1.785], [-1.112, -1.749, -1.482], [-2.803, -2.373, -3.091], [-5.206, -2.318, -2.582], [-5.938, -1.458, -0.288], [-4.223, -0.534, 1.260], [4.984, 1.784, -0.234], [3.662, 1.260, -0.400], [2.574, 0.836, -0.437], [5.727, 0.981, -0.320], [5.062, 2.241, 0.764], [5.200, 2.551, -0.990]],
  "atomic_forces_ev_per_a": [[0.37, -0.37, 0.09], [-0.35, 0.20, 0.65], [0.62, -0.92, 0.20], [-0.59, 0.81, 0.01], [-0.03, 0.00, -0.61], [0.37, -0.31, -0.51], [-0.78, -0.15, -0.01], [-0.30, 0.50, 0.11], [0.05, -0.11, -0.26], [0.18, 0.06, -0.08], [0.23, 0.03, -0.11], [0.03, 0.08, -0.02], [0.30, 0.12, -0.06], [-0.14, 0.40, -0.14], [0.16, -0.10, -0.08], [0.35, -0.03, -0.09], [-0.04, 0.04, 0.05], [0.58, 0.02, 0.15], [-0.09, -0.58, 0.00], [-0.27, -0.15, -0.13], [0.09, 0.11, 0.09], [0.14, 0.01, 0.10], [0.03, -0.22, -0.10], [-0.10, -0.04, 0.08], [0.05, 0.24, -0.07], [-0.10, 0.10, -0.28], [0.20, -0.15, 0.15], [-0.05, 0.04, 0.13], [-0.24, 0.20, -0.18], [-0.03, -0.15, 0.24], [0.28, -0.13, 0.01], [0.01, 0.19, -0.31], [-0.15, -0.29, 0.00], [-0.05, 0.07, 0.23], [-0.26, 0.29, 0.00], [0.17, -0.23, 0.24], [-0.12, -0.35, -0.21], [-0.05, -0.34, 0.07], [0.17, 0.19, -0.09], [-0.14, 0.20, 0.07], [0.15, -0.18, 0.09], [-0.22, 0.12, 0.02], [-0.25, -0.09, -0.17], [0.02, -0.28, 0.31], [-0.26, -0.05, -0.35], [0.01, 0.38, -0.07], [1.78, 1.06, 2.02], [0.20, -0.49, -1.73], [1.91, 0.17, 0.12], [0.03, 0.27, 0.63], [0.09, 0.51, 1.13], [-1.89, -0.12, 0.12], [-2.29, -0.94, -1.63], [0.26, 0.18, 0.49], [-0.57, 0.18, 0.12], [-0.20, -0.10, 0.12], [-0.07, 0.10, 0.18], [0.10, 0.06, -0.12], [-0.14, -0.22, -0.28], [0.72, 0.33, 0.05], [-2.67, -1.09, 0.04], [3.09, 1.05, -0.27], [-0.18, 0.12, -0.02], [-0.01, -0.11, -0.24], [-0.09, -0.18, 0.09]]
}

=====

Entry 4:
{
  "formula": "C19H40AsF6O17",
  "method": "ωB97M-V/def2-TZVPD",
  "spin_multiplicity": 2,
  "total_charge": -2,
  "s_squared": 0.752,
  "lumo_energy_ev": [3.513, 3.489],
  "species": ["As", "F", "F", "F", "F", "F", "F", "O", "H", "H", "O", "H", "H", "C", "C", "C", "O", "C", "O", "O", "H", "H", "H", "H", "H", "H", "C", "C", "C", "O", "C", "O", "O", "H", "H", "H", "H", "H", "H", "C", "C", "C", "O", "C", "O", "O", "H", "H", "H", "H", "H", "H", "C", "C", "C", "O", "C", "O", "O", "H", "H", "H", "H", "H", "H", "C", "O", "H", "H", "H", "H", "C", "O", "H", "H", "H", "H", "C", "O", "H", "H", "H", "H"],
  "xyz": [[0.525, -1.229, 0.300], [-0.545, -0.500, 1.554], [0.051, -2.794, 0.893], [1.533, -2.180, -0.957], [1.077, 0.315, -0.419], [1.950, -1.260, 1.451], [-0.935, -1.334, -0.794], [3.586, -2.992, 2.684], [4.278, -2.330, 2.673], [2.790, -2.511, 2.458], [0.024, 0.179, 4.664], [0.379, -0.626, 4.286], [-0.717, 0.401, 4.101], [5.068, 0.569, 1.027], [5.026, 1.511, -0.228], [3.638, 2.081, -0.460], [3.898, 3.402, -0.667], [5.131, 3.779, -0.258], [5.567, 4.933, -0.284], [5.858, 2.655, 0.033], [4.370, -0.243, 0.824], [4.624, 1.022, 1.914], [6.088, 0.246, 1.236], [5.476, 0.952, -1.049], [2.907, 2.074, 0.348], [3.121, 1.599, -1.290], [-0.758, 4.120, -0.059], [-0.058, 3.430, -1.226], [-0.877, 2.829, -2.358], [-0.295, 3.449, -3.566], [0.596, 4.392, -3.234], [1.091, 5.056, -4.069], [0.694, 4.528, -1.859], [-0.007, 4.422, 0.671], [-1.398, 3.369, 0.405], [-1.371, 4.975, -0.347], [0.704, 2.682, -1.005], [-1.902, 3.150, -2.171], [-0.831, 1.746, -2.248], [-6.431, 1.447, 3.210], [-5.250, 1.568, 2.168], [-4.791, 3.021, 2.020], [-3.447, 2.978, 2.302], [-3.072, 1.789, 2.694], [-1.962, 1.540, 3.153], [-4.042, 0.973, 2.674], [-6.381, 0.403, 3.519], [-7.330, 1.729, 2.662], [-6.276, 2.107, 4.064], [-5.449, 1.066, 1.221], [-5.135, 3.666, 2.828], [-5.051, 3.360, 1.017], [-1.367, -1.089, -3.999], [-0.149, -0.676, -4.820], [1.191, -0.377, -4.206], [2.126, -1.260, -4.904], [1.527, -1.924, -5.774], [2.060, -2.710, -6.531], [0.159, -1.826, -5.505], [-2.274, -1.454, -4.482], [-1.652, -0.273, -3.336], [-1.201, -1.894, -3.283], [-0.432, 0.129, -5.497], [1.252, -0.587, -3.138], [1.385, 0.679, -4.396], [-3.682, -3.680, 0.292], [-4.204, -2.388, 0.027], [-2.720, -3.898, -0.172], [-3.589, -3.774, 1.374], [-4.432, -4.406, -0.020], [-3.532, -1.748, 0.274], [3.047, -4.568, -0.237], [3.518, -5.315, 0.854], [2.085, -4.082, -0.071], [3.839, -3.831, -0.368], [3.005, -5.172, -1.144], [3.594, -4.589, 1.478], [-0.823, -3.808, 3.654], [-1.477, -2.564, 3.486], [0.111, -3.498, 4.122], [-1.346, -4.465, 4.349], [-0.438, -4.369, 2.803], [-1.318, -2.097, 2.663]],
  "atomic_forces_ev_per_a": [[-0.03, -1.26, -1.03], [-0.87, 0.66, 1.08], [-0.67, -2.18, 1.14], [0.26, 0.22, -0.63], [0.70, 2.66, -1.21], [1.16, 0.11, 1.11], [-0.95, 0.26, -0.83], [0.71, -0.88, 0.51], [0.04, 0.16, -0.11], [-0.72, 0.62, -0.55], [0.39, 0.11, 0.74], [-0.02, -0.18, -0.27], [-0.25, 0.07, -0.43], [-0.57, 0.60, -0.95], [0.35, -1.83, 2.65], [-0.61, -1.75, 0.21], [0.86, 3.77, -0.71], [1.08, 1.34, -1.09], [-1.19, -3.04, 0.46], [-0.69, 1.30, -0.17], [0.28, -0.45, -0.13], [0.23, 0.47, -0.06], [-0.13, -0.18, -0.07], [-0.28, 0.28, -0.32], [0.38, -0.86, 0.48], [0.14, 0.23, -0.24], [0.12, -1.53, 0.05], [1.28, 1.35, -0.30], [-0.05, 1.26, 0.75], [-1.16, -1.97, 1.15], [-1.08, -0.05, 2.05], [1.21, 1.03, -0.50], [0.00, -0.51, -2.23], [-0.12, 0.05, -0.02], [-0.08, 0.09, 0.33], [0.16, -0.06, -0.33], [-0.17, 0.07, 0.96], [-0.26, 0.06, -0.88], [0.25, -0.04, -0.89], [1.71, -0.44, -1.50], [-0.44, 0.41, 1.48], [-1.37, -0.10, 0.08], [1.84, 2.08, -1.45], [5.29, -0.28, 2.54], [-2.28, 0.84, -1.24], [-3.04, -2.91, 0.00], [-0.67, 0.06, 0.14], [-0.22, -0.28, 0.30], [0.08, -0.06, -0.09], [-0.29, 0.09, 0.09], [-1.07, 0.14, -0.43], [0.39, 0.54, 0.09], [-0.08, 0.59, 1.95], [-1.57, -0.70, 0.38], [0.19, 0.67, 1.47], [1.95, 3.95, 2.79], [-2.20, -3.87, -1.57], [-1.15, 1.06, 0.19], [1.08, -2.27, -3.72], [0.31, 0.52, -1.01], [-0.21, 0.18, -0.04], [0.85, 0.01, 0.00], [-0.05, 0.09, -0.30], [0.11, -0.15, 0.03], [0.78, -0.17, 0.02], [-0.33, 0.00, 0.70], [-0.19, 0.06, -0.43], [0.01, 0.23, -0.13], [0.31, -0.29, 0.14], [0.02, 0.01, -0.22], [0.37, 0.09, -0.08], [0.48, 0.40, -0.80], [-0.27, -0.78, 0.56], [0.13, -0.06, 0.01], [-0.42, 0.65, -0.73], [-0.06, -0.21, 0.06], [0.26, -0.15, 1.07], [1.71, 1.06, 0.36], [-1.48, -0.59, 0.33], [0.41, -0.59, 0.56], [-0.39, 0.18, -0.13], [-0.83, 0.23, -0.62], [0.65, -0.23, -0.56]]
}